Entry from the OMol25 dataset: 40 unconnected molecules or ions with the total composition H80O40 at a distorted geometry (ωB97M-V with the def2-TZVPD basis set).

Positions of all 120 atoms, in Å:
H -0.004676 -6.500352 -0.436649
H -0.531223 -5.081895 -0.995756
O -0.459833 -5.678981 -0.255584
H 4.353604 -1.296980 -0.948373
H 4.557003 0.198101 -0.860977
O 4.930939 -0.590619 -1.263210
H -1.513979 -4.792538 -3.996209
H -1.938201 -4.990990 -2.604996
O -1.287278 -5.353615 -3.231211
H 3.676134 2.745705 3.193383
H 4.912570 2.925189 2.300245
O 4.114865 2.391721 2.406216
H -2.991821 3.249261 3.259420
H -2.515052 3.057924 1.892772
O -3.032042 3.688286 2.408449
H -0.067786 -0.484664 -2.163609
O -0.503273 0.336986 -2.398653
H 3.679865 -1.743197 -4.453891
O 4.448876 -2.193260 -4.086284
H -4.418072 -1.940099 4.970235
H -3.038757 -1.360389 4.798133
O -3.957216 -1.197369 4.562139
H 2.777928 -3.158806 -3.071568
H 1.246619 -3.693128 -3.563459
O 1.828573 -3.251603 -2.955510
H 0.348056 6.053548 -2.163596
H 0.788183 5.472060 -1.056617
O 1.178690 5.596558 -1.952845
H 5.288149 -3.370975 0.687807
H 5.564218 -2.305579 -0.199625
O 5.617436 -2.459385 0.755194
H -2.315400 2.807652 -0.018376
O -2.621658 2.370300 -0.815613
H -5.220860 -2.531131 -1.806014
H -6.397639 -3.270531 -2.498676
O -6.025693 -2.397056 -2.322039
H -3.006671 -0.864223 -0.239833
H -4.525660 -0.957805 0.024743
O -3.824576 -1.217541 -0.611356
H -2.709441 -2.730879 3.342388
H -1.700644 -3.727661 3.966405
O -1.888496 -3.213565 3.161192
H 4.606903 0.187649 -3.105916
H 3.901673 1.456793 -3.634532
O 4.361620 0.646926 -3.929023
H 0.856927 -0.193433 0.038099
H 1.852044 -1.003499 -0.896976
O 1.206000 -1.077140 -0.177220
H 0.077730 3.953582 -2.834353
H 0.029362 2.502753 -2.249506
O -0.417923 3.130283 -2.831929
H 1.829734 -3.965956 -0.280395
O 2.582830 -3.347107 -0.138214
H 5.367954 -0.832868 2.113755
H 5.186925 0.367084 1.339200
O 4.644384 -0.283769 1.788830
H 2.536297 -1.433379 1.915512
O 2.278769 -1.234776 2.825496
H 0.554919 -1.636212 -3.741573
H -0.389809 -0.516711 -4.462366
O -0.159761 -1.437154 -4.344740
H 4.814046 -2.312432 4.495420
H 4.325511 -0.753436 4.169526
O 4.420773 -1.485545 4.778853
H 1.145565 -0.063170 3.104816
H 1.208341 0.890106 1.955144
O 0.769264 0.810452 2.803205
H -6.896867 0.047567 0.427277
H -5.675821 0.629675 1.143132
O -6.043377 -0.231468 0.793246
H -5.359384 -2.054553 3.235971
H -5.338763 -3.019349 1.981869
O -4.869915 -2.747258 2.787195
H -1.118585 -3.790174 0.663497
H 0.096763 -3.573218 1.817114
O -0.270442 -3.457296 0.944206
H 2.713190 3.139275 -2.505457
H 3.974103 3.203948 -1.603780
O 3.485542 2.639792 -2.218564
H -1.697558 3.714331 -4.877115
H -1.943146 2.369945 -5.267772
O -1.745004 3.207630 -5.700638
H 2.122059 4.248454 2.930936
H 1.117795 4.110076 4.178015
O 2.022407 4.017402 3.871100
H 0.084216 -3.656157 4.667692
H -0.732142 -2.827392 5.742426
O -0.096542 -3.532081 5.597380
H -0.571024 6.565292 0.489062
O -0.803492 5.818937 -0.056308
H -3.712306 -0.544345 -2.487468
H -3.237926 0.636889 -3.257684
O -3.245776 -0.329601 -3.317661
H 1.836284 -2.953382 0.377011
H -1.406004 0.144700 -2.682291
H 3.115725 -1.213854 3.321689
H 4.693336 -1.807212 -3.238252
H -1.954974 1.666651 -0.807394
H -1.574095 5.813551 -0.625019
O -4.432420 1.754893 3.956351
H -5.362763 1.896751 4.201731
H -3.980649 2.501989 4.339417
O -1.195933 1.573295 1.178819
H -0.739237 1.809925 2.008166
H -1.777035 0.825178 1.374670
O -1.010063 -1.000251 1.345230
H -1.601074 -1.192456 2.088939
H -0.729482 -1.829188 0.889826
O 2.412353 1.285772 -5.916994
H 2.095352 2.185817 -5.856179
H 3.019736 1.163829 -5.173836
O 1.410091 4.556206 1.211286
H 1.219040 5.197552 0.529253
H 0.539578 4.337696 1.577948
O -4.784248 2.145772 0.792826
H -4.449739 2.455626 1.666713
H -4.036903 2.048261 0.147381
O 1.311984 1.632580 -0.238223
H 1.945199 2.235759 0.178463
H 0.554790 1.766026 0.355465

Cartesian forces (eV/Å) of the 2 atoms listed first:
-0.01 0.12 -0.81
0.64 -0.47 -0.81

HOMO level	-10.295	eV
E_tot	-3057.43752	hartree



Entry from the OMol25 dataset: 40 unconnected molecules or ions with the total composition H80O40 at a distorted geometry (ωB97M-V with the def2-TZVPD basis set).

Positions of all 120 atoms, in Å:
H -1.588176 2.502337 4.675356
H -1.354786 2.524748 6.182173
O -1.921413 2.896584 5.466323
H -3.597485 -1.489202 0.421574
H -4.862497 -1.530017 1.366588
O -4.430019 -1.932511 0.489929
H 0.790698 -1.319261 -2.010065
H 1.072469 -1.207075 -0.628704
O 0.534376 -1.772677 -1.176068
H -0.545554 -3.620461 -3.977247
H -0.896340 -2.399169 -4.740604
O -0.250206 -3.081425 -4.678233
H -2.017060 -1.031186 -2.102283
H -1.208479 0.201367 -2.326817
O -1.462681 -0.697944 -2.749364
H -0.562128 0.093921 3.312605
O -0.603189 0.475353 4.217436
H 0.265526 2.720062 1.087490
O -0.448765 3.210802 0.910363
H 1.456498 4.896104 1.506917
H 1.504744 4.963162 3.187645
O 0.931777 5.019171 2.322133
H 0.502457 -3.841985 3.735371
H 0.340019 -4.656996 5.011678
O 0.951602 -4.517935 4.288392
H 2.069181 4.781316 -3.202808
H 3.195645 3.743559 -3.553529
O 2.969734 4.697527 -3.506099
H -2.939572 5.454519 -0.279489
H -4.246166 4.736659 0.257295
O -3.694788 4.831129 -0.493873
H -0.334967 -0.811158 1.233047
O -0.061341 0.115014 1.629441
H -2.917059 0.559068 -6.074310
H -3.296655 1.713587 -5.035469
O -3.568678 1.011738 -5.620249
H -3.342309 -0.175983 4.466057
H -2.407939 -0.106243 5.629357
O -3.252763 -0.542363 5.386303
H -3.975057 1.641873 3.314311
H -4.511791 1.732170 4.823725
O -4.738066 1.513560 3.926757
H 0.324840 2.291052 -2.580415
H 1.533386 2.667026 -1.597204
O 0.824206 3.014901 -2.241859
H 5.035162 2.369631 3.030773
H 4.898368 1.205825 4.116733
O 4.982534 1.402216 3.221604
H 2.903403 -3.264170 3.788614
H 2.249112 -3.401134 2.484784
O 2.877825 -2.834685 2.942113
H -2.277944 -2.569916 4.108517
O -1.439938 -2.074890 4.260541
H -4.433702 -0.895493 -3.364806
H -4.371402 -1.449979 -1.998309
O -4.651493 -0.636702 -2.423853
H 4.458471 4.272368 1.360092
O 5.014815 3.766458 0.800423
H 3.303554 2.448109 0.986406
H 2.224465 2.065010 0.104721
O 2.398710 2.607805 0.874710
H 0.979119 -3.894595 -2.014952
H 2.496602 -4.026214 -1.366267
O 1.613676 -4.281798 -1.407581
H 0.755970 3.577196 -5.132666
H 2.300776 3.163231 -5.387101
O 1.452901 2.945960 -4.991830
H -2.752245 -3.781593 2.386084
H -3.828181 -4.538422 1.384623
O -3.097961 -4.699845 2.050992
H -1.453691 5.687765 -3.453052
H 0.002833 5.347730 -2.851425
O -0.577960 5.480074 -3.634807
H -4.464859 0.897330 1.661439
H -3.156417 1.017262 0.988709
O -3.545401 0.880548 1.802525
H 5.246738 -3.009072 0.596763
H 4.559946 -1.761301 -0.164554
O 4.372342 -2.742891 0.156291
H -0.002306 -3.129605 1.705380
H -0.859972 -2.925012 3.136518
O -0.030598 -2.910656 2.612773
H 3.045038 -1.498005 2.009476
H 3.983766 -0.158778 2.319489
O 3.355313 -0.661360 1.729881
H 4.964560 1.821296 -3.549394
H 5.219017 2.762033 -2.519692
O 5.108555 1.781427 -2.614083
H 3.197877 -1.609879 -2.449998
O 3.892695 -2.234792 -2.171855
H 1.301835 -0.148156 -4.066671
H 1.175531 -1.604835 -3.330947
O 1.767625 -0.755974 -3.549159
H -1.329145 -1.995107 5.189819
H 0.179972 0.934947 4.051554
H 5.283139 4.267776 -0.012397
H -0.459544 3.690286 0.070301
H 0.889779 -0.053021 1.777424
H 3.659484 -2.022768 -1.222655
O 2.436687 1.196620 -1.427181
H 2.962075 0.526617 -0.748530
H 1.943638 0.611606 -1.967902
O -3.742859 -3.585874 -1.570298
H -2.843964 -4.066183 -1.306425
H -4.307389 -4.254497 -2.054208
O -0.165533 0.699474 -0.868949
H 0.413075 1.127497 -0.142029
H -0.873238 1.459793 -1.218429
O -0.821226 -3.717351 -0.028692
H 0.016918 -4.181119 -0.169661
H -1.258901 -4.089105 0.793458
O -1.997844 2.174197 -2.510487
H -2.871648 2.306188 -2.212078
H -1.558428 2.805662 -2.959323
O -1.841033 -1.198997 -0.062236
H -1.381087 -1.938193 -0.369306
H -1.515216 -0.418741 -0.317242
O -0.757878 -6.048813 -1.691193
H -0.669746 -5.138857 -1.751978
H 0.183621 -6.366273 -1.722904

Cartesian forces (eV/Å) of the 2 atoms listed first:
0.41 -0.63 -0.93
-0.69 0.41 -0.89

HOMO level	-10.415	eV
E_tot	-3057.27264	hartree